## 1
Molecular formula: C17H19N3O3S
Method: DFT, wB97M-V/def2-TZVPD

SMILES: CCOc1cc(C)c(S(=O)(=O)Nc2ccc3cn[nH]c3c2)cc1C
Gap between HOMO and LUMO in eV: 9.197
Molar mass in g/mol: 345.42
2S+1: 1
Charge: 0
HOMO in eV: -8.629

Each atom is followed by the atoms it is bonded to, with distances in Å.
CARTESIAN COORDINATES (ANGSTROEM)
1 C -3.446 -2.113 1.593  C2 1.525, H25 1.086, H26 1.087, H27 1.087
2 C -3.186 -1.143 0.445  C1 1.525, O3 1.416, H28 1.096, H29 1.094
3 O -2.192 -1.610 -0.449  C2 1.416, C4 1.355
4 C -0.879 -1.446 -0.159  O3 1.355, C5 1.387, C23 1.410
5 C -0.376 -0.870 0.998  C4 1.387, C6 1.395, H30 1.078
6 C 0.988 -0.644 1.180  C5 1.395, C7 1.495, C8 1.385
7 C 1.455 -0.069 2.479  C6 1.495, H31 1.084, H32 1.088, H33 1.090
8 C 1.842 -1.010 0.153  C6 1.385, S9 1.793, C22 1.388
9 S 3.514 -0.402 -0.075  C8 1.793, O10 1.430, O11 1.432, N12 1.708
10 O 4.097 0.136 1.115  S9 1.430
11 O 4.283 -1.335 -0.842  S9 1.432
12 N 3.180 0.886 -1.146  S9 1.708, C13 1.401, H34 1.011
13 C 2.016 1.595 -0.820  N12 1.401, C14 1.409, C21 1.383
14 C 2.033 2.340 0.376  C13 1.409, C15 1.371, H35 1.077
15 C 0.908 2.966 0.846  C14 1.371, C16 1.398, H36 1.079
16 C -0.275 2.844 0.111  C15 1.398, C17 1.419, C20 1.417
17 C -1.626 3.252 0.263  C16 1.419, N18 1.308, H37 1.072
18 N -2.357 2.830 -0.737  C17 1.308, N19 1.342
19 N -1.545 2.162 -1.570  N18 1.342, C20 1.357, H38 1.006
20 C -0.268 2.126 -1.110  C16 1.417, N19 1.357, C21 1.390
21 C 0.876 1.504 -1.596  C13 1.383, C20 1.390, H39 1.080
22 C 1.356 -1.645 -0.982  C8 1.388, C23 1.378, H40 1.080
23 C 0.013 -1.895 -1.155  C4 1.410, C22 1.378, C24 1.496
24 C -0.522 -2.578 -2.373  C23 1.496, H41 1.089, H42 1.086, H43 1.089
25 H -4.250 -1.731 2.216  C1 1.086
26 H -2.558 -2.247 2.204  C1 1.087
27 H -3.738 -3.082 1.196  C1 1.087
28 H -2.929 -0.145 0.818  C2 1.096
29 H -4.084 -1.056 -0.173  C2 1.094
30 H -1.040 -0.557 1.789  C5 1.078
31 H 2.495 0.230 2.420  C7 1.084
32 H 0.843 0.785 2.760  C7 1.088
33 H 1.357 -0.824 3.260  C7 1.090
34 H 3.184 0.523 -2.089  N12 1.011
35 H 2.962 2.378 0.920  C14 1.077
36 H 0.927 3.532 1.765  C15 1.079
37 H -2.067 3.820 1.057  C17 1.072
38 H -1.919 1.744 -2.406  N19 1.006
39 H 0.866 0.944 -2.519  C21 1.080
40 H 2.071 -1.940 -1.736  C22 1.080
41 H -1.076 -3.470 -2.086  C24 1.089
42 H 0.285 -2.860 -3.043  C24 1.086
43 H -1.216 -1.924 -2.898  C24 1.089

=====

## 2
Molecular formula: C17H19N3O3S
Method: DFT, wB97M-V/def2-TZVPD

SMILES: CCCCC(=O)Nc1ccc(C(=O)NNC(=O)c2cccs2)cc1
Gap between HOMO and LUMO in eV: 8.839
Molar mass in g/mol: 345.42
2S+1: 1
Charge: 0
HOMO in eV: -8.794

Each atom is followed by the atoms it is bonded to, with distances in Å.
CARTESIAN COORDINATES (ANGSTROEM)
1 C -3.856 -2.274 -2.343  C2 1.523, H25 1.087, H26 1.088, H27 1.088
2 C -4.577 -1.613 -1.176  C1 1.523, C3 1.527, H28 1.092, H29 1.092
3 C -3.682 -1.528 0.059  C2 1.527, C4 1.532, H30 1.092, H31 1.092
4 C -4.396 -0.865 1.241  C3 1.532, C5 1.513, H32 1.092, H33 1.089
5 C -4.892 0.527 0.916  C4 1.513, O6 1.212, N7 1.371
6 O -6.066 0.823 0.959  C5 1.212
7 N -3.993 1.474 0.495  C5 1.371, C8 1.394, H34 1.014
8 C -2.604 1.489 0.379  N7 1.394, C9 1.397, C24 1.395
9 C -2.039 2.134 -0.723  C8 1.397, C10 1.377, H35 1.080
10 C -0.671 2.192 -0.873  C9 1.377, C11 1.394, H36 1.079
11 C 0.174 1.608 0.069  C10 1.394, C12 1.481, C23 1.393
12 C 1.633 1.707 -0.165  C11 1.481, O13 1.220, N14 1.358
13 O 2.152 2.534 -0.897  C12 1.220
14 N 2.395 0.814 0.519  C12 1.358, N15 1.389, H37 1.013
15 N 3.768 0.789 0.308  N14 1.389, C16 1.356, H38 1.014
16 C 4.466 -0.309 0.689  N15 1.356, O17 1.222, C18 1.461
17 O 3.915 -1.228 1.277  C16 1.222
18 C 5.895 -0.289 0.383  C16 1.461, C19 1.370, S22 1.736
19 C 6.785 -1.281 0.699  C18 1.370, C20 1.406, H39 1.075
20 C 8.096 -0.996 0.275  C19 1.406, C21 1.360, H40 1.075
21 C 8.190 0.205 -0.356  C20 1.360, S22 1.714, H41 1.072
22 S 6.683 1.016 -0.449  C18 1.736, C21 1.714
23 C -0.387 1.003 1.192  C11 1.393, C24 1.380, H42 1.079
24 C -1.757 0.951 1.349  C8 1.395, C23 1.380, H43 1.077
25 H -4.506 -2.327 -3.213  C1 1.087
26 H -3.550 -3.284 -2.081  C1 1.088
27 H -2.967 -1.706 -2.613  C1 1.088
28 H -5.477 -2.181 -0.932  C2 1.092
29 H -4.894 -0.609 -1.466  C2 1.092
30 H -3.385 -2.536 0.357  C3 1.092
31 H -2.773 -0.978 -0.191  C3 1.092
32 H -5.281 -1.447 1.505  C4 1.092
33 H -3.740 -0.842 2.111  C4 1.089
34 H -4.458 2.287 0.104  N7 1.014
35 H -2.685 2.586 -1.461  C9 1.080
36 H -0.227 2.687 -1.723  C10 1.079
37 H 2.070 -0.027 0.981  N14 1.013
38 H 4.094 1.538 -0.292  N15 1.014
39 H 6.487 -2.174 1.216  C19 1.075
40 H 8.932 -1.652 0.432  C20 1.075
41 H 9.060 0.670 -0.776  C21 1.072
42 H 0.241 0.600 1.972  C23 1.079
43 H -2.170 0.513 2.242  C24 1.077

=====

Each structure's energy above the most stable one, in eV: 1 1.226; 2 0.000.

=====

## 1
Molecular formula: C3H6NPS
Method: DFT, wB97M-V/def2-TZVPD

SMILES: CCSPC#N
Gap between HOMO and LUMO in eV: 9.975
Molar mass in g/mol: 119.13
2S+1: 1
Charge: 0
HOMO in eV: -9.557

Each atom is followed by the atoms it is bonded to, with distances in Å.
CARTESIAN COORDINATES (ANGSTROEM)
1 C -1.306 -1.076 -0.569  C2 1.487, H7 1.115, H8 1.177, H9 1.173
2 C -0.356 -1.250 0.561  C1 1.487, S3 1.856, H10 1.143, H11 1.103
3 S 0.234 0.398 1.178  C2 1.856, P4 2.109
4 P 1.588 1.031 -0.309  S3 2.109, C5 1.780, H12 1.489
5 C 1.149 2.753 -0.190  P4 1.780, N6 1.134
6 N 0.774 3.813 -0.043  C5 1.134
7 H -2.118 -0.370 -0.278  C1 1.115
8 H -0.635 -0.817 -1.500  C1 1.177
9 H -1.731 -2.106 -0.938  C1 1.173
10 H 0.499 -1.984 0.366  C2 1.143
11 H -0.986 -1.685 1.355  C2 1.103
12 H 2.889 1.293 0.366  P4 1.489

=====

## 2
Molecular formula: C3H6NPS
Method: DFT, wB97M-V/def2-TZVPD

SMILES: P[C@@H]1N=CCS1
Gap between HOMO and LUMO in eV: 9.301
Molar mass in g/mol: 119.13
2S+1: 1
Charge: 0
HOMO in eV: -8.437

Each atom is followed by the atoms it is bonded to, with distances in Å.
CARTESIAN COORDINATES (ANGSTROEM)
1 P 2.405 0.003 -0.098  C2 1.867, H7 1.407, H8 1.448
2 C 0.910 0.412 0.943  P1 1.867, N3 1.377, S6 1.914, H9 1.026
3 N 0.423 -0.858 1.160  C2 1.377, C4 1.249
4 C -0.642 -1.270 0.656  N3 1.249, C5 1.557, H10 1.119
5 C -1.498 -0.204 -0.089  C4 1.557, S6 1.832, H11 1.084, H12 1.138
6 S -0.481 1.318 -0.012  C2 1.914, C5 1.832
7 H 2.756 1.314 -0.470  P1 1.407
8 H 1.513 -0.243 -1.212  P1 1.448
9 H 0.981 0.825 1.879  C2 1.026
10 H -0.886 -2.357 0.765  C4 1.119
11 H -1.664 -0.453 -1.131  C5 1.084
12 H -2.480 0.094 0.402  C5 1.138

=====

Each structure's energy above the most stable one, in eV: 1 0.000; 2 0.652.

=====

## 1
Molecular formula: C2H8N6
Method: DFT, wB97M-V/def2-TZVPD

Gap between HOMO and LUMO in eV: 10.070
Molar mass in g/mol: 116.13
2S+1: 1
Charge: +2
HOMO in eV: -17.782

Each atom is followed by the atoms it is bonded to, with distances in Å.
CARTESIAN COORDINATES (ANGSTROEM)
1 C -1.540 -0.783 -0.823  N3 1.171, N5 1.232
2 C 0.560 1.408 0.955  N4 1.165, N6 1.269
3 N -2.612 -0.316 -0.754  C1 1.171, H9 0.996
4 N 1.615 1.635 0.516  C2 1.165, N7 1.276
5 N -0.394 -1.148 -0.558  C1 1.232, N8 1.463
6 N -0.507 1.115 1.576  C2 1.269, H10 0.992, H11 1.094
7 N 2.441 2.200 -0.275  N4 1.276, H12 0.951, H13 0.990
8 N -0.094 -2.580 -0.594  N5 1.463, H14 1.033, H15 1.007, H16 1.094
9 H -3.297 0.383 -0.936  N3 0.996
10 H -1.082 0.350 1.316  N6 0.992
11 H -0.832 1.757 2.399  N6 1.094
12 H 3.311 1.822 -0.215  N7 0.951
13 H 2.200 2.873 -0.960  N7 0.990
14 H 0.025 -2.955 -1.549  N8 1.033
15 H -0.686 -3.098 0.035  N8 1.007
16 H 0.895 -2.664 -0.134  N8 1.094

=====

## 2
Molecular formula: C2H8N6
Method: DFT, wB97M-V/def2-TZVPD

SMILES: N=C=[N+](N)/C(N)=N/[NH3+]
Gap between HOMO and LUMO in eV: 10.910
Molar mass in g/mol: 116.13
2S+1: 1
Charge: +2
HOMO in eV: -18.741

Each atom is followed by the atoms it is bonded to, with distances in Å.
CARTESIAN COORDINATES (ANGSTROEM)
1 N -3.396 -0.573 0.011  C2 1.180, H9 1.068
2 C -2.296 -0.148 -0.034  N1 1.180, N3 1.352
3 N -1.036 0.340 -0.076  C2 1.352, N4 1.373, C5 1.490
4 N -1.343 1.656 0.167  N3 1.373, H10 1.073, H11 1.070
5 C 0.358 -0.186 -0.078  N3 1.490, N6 1.323, N7 1.286
6 N 0.269 -1.506 -0.084  C5 1.323, H12 1.075, H13 1.096
7 N 1.397 0.571 -0.076  C5 1.286, N8 1.417
8 N 2.757 0.200 0.067  N7 1.417, H14 1.093, H15 1.077, H16 1.109
9 H -4.256 -0.877 -0.543  N1 1.068
10 H -1.101 2.478 -0.479  N4 1.073
11 H -1.194 1.879 1.202  N4 1.070
12 H 1.094 -2.194 -0.057  N6 1.075
13 H -0.649 -2.072 -0.284  N6 1.096
14 H 3.384 0.973 0.519  N8 1.093
15 H 3.116 0.165 -0.948  N8 1.077
16 H 2.896 -0.704 0.694  N8 1.109

=====

Each structure's energy above the most stable one, in eV: 1 0.000; 2 0.799.

=====

## 1
Molecular formula: C3H7NO2S
Method: DFT, wB97M-V/def2-TZVPD

Gap between HOMO and LUMO in eV: 9.744
Molar mass in g/mol: 121.16
2S+1: 1
Charge: 0
HOMO in eV: -9.108

Each atom is followed by the atoms it is bonded to, with distances in Å.
CARTESIAN COORDINATES (ANGSTROEM)
1 C -0.255 1.069 -0.043  C2 1.529, N4 1.416, O5 1.228
2 C -1.618 1.753 0.055  C1 1.529, H8 1.167, H9 1.123, H10 1.030
3 C 1.429 -1.692 -0.867  S7 1.817, H11 1.165, H12 1.047, H13 1.057
4 N -0.277 -0.134 0.704  C1 1.416, S7 1.767, H14 1.008
5 O 0.770 1.471 -0.587  C1 1.228
6 O 0.969 -2.082 1.790  S7 1.465
7 S 1.244 -1.026 0.813  C3 1.817, N4 1.767, O6 1.465
8 H -1.820 2.551 -0.773  C2 1.167
9 H -1.744 2.329 1.011  C2 1.123
10 H -2.448 1.170 0.231  C2 1.030
11 H 2.567 -1.776 -1.104  C3 1.165
12 H 1.084 -1.059 -1.627  C3 1.047
13 H 0.949 -2.599 -1.120  C3 1.057
14 H -0.850 0.025 1.518  N4 1.008

=====

## 2
Molecular formula: C3H7NO2S
Method: DFT, wB97M-V/def2-TZVPD

SMILES: O=C(O)NCCS
Gap between HOMO and LUMO in eV: 9.883
Molar mass in g/mol: 121.16
2S+1: 1
Charge: 0
HOMO in eV: -9.194

Each atom is followed by the atoms it is bonded to, with distances in Å.
CARTESIAN COORDINATES (ANGSTROEM)
1 O -0.991 0.628 1.779  C2 1.204
2 C -1.530 0.292 0.756  O1 1.204, O3 1.370, N4 1.362
3 O -2.851 -0.070 0.709  C2 1.370, H8 0.969
4 N -0.964 0.219 -0.480  C2 1.362, C5 1.445, H9 0.983
5 C 0.467 0.371 -0.604  N4 1.445, C6 1.519, H10 1.092, H11 1.089
6 C 1.230 -0.923 -0.380  C5 1.519, S7 1.837, H12 1.089, H13 1.086
7 S 3.031 -0.667 -0.120  C6 1.837, H14 1.340
8 H -3.148 0.254 1.572  O3 0.969
9 H -1.594 0.263 -1.233  N4 0.983
10 H 0.694 0.863 -1.551  C5 1.092
11 H 0.788 1.079 0.158  C5 1.089
12 H 0.828 -1.324 0.549  C6 1.089
13 H 1.137 -1.644 -1.188  C6 1.086
14 H 2.905 0.659 0.032  S7 1.340

=====

Each structure's energy above the most stable one, in eV: 1 2.237; 2 0.000.

=====

## 1
Molecular formula: C2H12Si4
Method: DFT, wB97M-V/def2-TZVPD

Gap between HOMO and LUMO (alpha / beta) in eV: 6.852 / 6.150
Molar mass in g/mol: 148.46
2S+1: 1
Charge: 0
HOMO (alpha / beta) in eV: -7.694 / -7.233

Each atom is followed by the atoms it is bonded to, with distances in Å.
CARTESIAN COORDINATES (ANGSTROEM)
1 C -1.108 0.425 -1.728  Si6 1.944, H7 1.197, H8 1.167, H9 1.089
2 C -2.018 1.012 1.144  Si6 1.915, H10 1.063, H11 1.083, H12 1.174
3 Si 3.225 -0.838 -0.442  Si5 2.305, H13 1.546, H14 1.547
4 Si -1.008 -1.974 0.705  Si6 2.295, H15 1.474, H16 1.337
5 Si 1.695 0.736 0.262  Si3 2.305, Si6 2.357, H17 1.457, H18 1.441
6 Si -0.600 0.212 0.136  C1 1.944, C2 1.915, Si4 2.295, Si5 2.357
7 H -1.150 1.607 -1.910  C1 1.197
8 H -0.356 -0.024 -2.500  C1 1.167
9 H -2.165 0.194 -1.852  C1 1.089
10 H -2.982 0.836 0.731  C2 1.063
11 H -1.990 1.009 2.227  C2 1.083
12 H -1.873 2.158 0.932  C2 1.174
13 H 3.295 -2.340 -0.082  Si3 1.546
14 H 4.756 -0.720 -0.631  Si3 1.547
15 H -1.004 -2.596 2.040  Si4 1.474
16 H -0.565 -2.912 -0.138  Si4 1.337
17 H 1.789 1.304 1.600  Si5 1.457
18 H 2.059 1.909 -0.492  Si5 1.441

=====

## 2
Molecular formula: C2H12Si4
Method: DFT, wB97M-V/def2-TZVPD

Gap between HOMO and LUMO (alpha / beta) in eV: 7.124 / 5.993
Molar mass in g/mol: 148.46
2S+1: 1
Charge: 0
HOMO (alpha / beta) in eV: -8.213 / -7.614

Each atom is followed by the atoms it is bonded to, with distances in Å.
CARTESIAN COORDINATES (ANGSTROEM)
1 C 1.327 -0.117 2.064  Si6 1.849, H7 1.075, H8 1.116, H9 1.075
2 C -0.547 1.792 0.806  Si6 1.988, H10 1.068, H11 1.047, H12 1.096
3 Si -2.012 -0.984 -2.283  Si5 2.208, H13 1.562, H14 1.498
4 Si 1.673 0.453 -1.688  Si6 2.522, H15 1.506, H16 1.532
5 Si -1.075 -1.493 -0.349  Si3 2.208, Si6 2.321, H17 1.620, H18 1.580
6 Si 0.417 0.086 0.468  C1 1.849, C2 1.988, Si4 2.522, Si5 2.321
7 H 2.327 -0.498 1.962  C1 1.075
8 H 1.399 0.852 2.613  C1 1.116
9 H 0.760 -0.879 2.567  C1 1.075
10 H -1.182 1.748 1.664  C2 1.068
11 H 0.165 2.511 1.075  C2 1.047
12 H -1.019 2.146 -0.118  C2 1.096
13 H -1.844 0.562 -2.436  Si3 1.562
14 H -3.452 -1.312 -2.532  Si3 1.498
15 H 3.172 0.514 -1.555  Si4 1.506
16 H 1.501 -0.666 -2.721  Si4 1.532
17 H -1.756 -2.222 0.928  Si5 1.620
18 H 0.145 -2.490 -0.466  Si5 1.580

=====

Each structure's energy above the most stable one, in eV: 1 0.264; 2 0.000.